224
Properties=species:S:1:pos:R:3:forces:R:3 method="wB97M-V/def2-TZVPD" charge=+5 relative_energy_kcal_mol=0.0 e_tot_ev=-232277.6442 homo_lumo_gap_ha=0.318 e_homo_ev=-16.31
C -2.540 -0.628 -10.680 0.6 0.0 0.3
C -1.191 0.151 -10.449 -1.4 -0.5 -1.9
C -1.073 0.872 -9.129 0.6 -0.1 0.6
C -2.064 2.036 -8.920 0.4 0.9 0.3
N -2.133 2.554 -7.432 0.7 -1.1 -2.1
C -3.089 3.778 -7.196 0.4 -1.4 1.0
C -4.456 3.173 -6.886 -0.8 -1.5 -1.5
C -4.225 1.598 -6.775 1.3 0.5 1.2
C -2.711 1.399 -6.558 0.7 3.1 -0.6
C -0.700 2.913 -7.061 -1.0 0.0 1.7
H -3.380 -0.063 -10.275 -0.1 -0.2 0.0
H -2.519 -1.626 -10.243 0.1 0.2 0.8
H -2.805 -0.933 -11.692 0.4 0.8 -0.4
H -1.044 0.887 -11.240 -0.4 0.2 -0.2
H -0.373 -0.528 -10.686 0.2 0.0 0.8
H -0.063 1.280 -9.116 0.0 0.1 0.2
H -1.092 0.130 -8.331 -0.2 0.1 0.2
H -3.056 1.850 -9.331 -0.1 0.0 0.4
H -1.649 2.909 -9.423 -0.2 0.0 -0.3
H -2.815 4.211 -6.234 0.8 0.2 -0.3
H -2.993 4.517 -7.991 -0.1 -0.3 0.0
H -5.007 3.630 -6.065 0.7 -0.2 0.4
H -5.146 3.340 -7.713 0.1 -0.1 -0.2
H -4.597 1.147 -5.855 -1.0 0.0 -0.4
H -4.516 1.086 -7.692 -0.3 -0.1 0.3
H -2.288 1.825 -5.648 -0.9 -0.9 1.0
H -2.223 0.445 -6.760 -0.3 0.2 -0.2
H -0.843 3.334 -6.066 0.4 0.5 0.0
H -0.236 3.643 -7.724 -0.2 -0.3 -0.1
H -0.082 2.045 -6.835 -0.1 -0.2 -0.8
C -2.106 9.168 5.166 0.0 -0.2 -0.9
C -0.695 9.053 4.514 -2.2 -1.3 1.2
C -0.870 9.078 3.038 1.4 2.1 -2.1
C 0.437 8.655 2.327 -1.3 -0.2 -0.7
N 0.496 9.022 0.832 0.5 -0.6 -0.1
C -0.622 8.261 -0.039 -1.1 3.9 2.1
C -0.095 7.033 -0.474 2.4 -2.5 -1.4
C 1.342 7.448 -0.864 0.3 0.5 -1.0
C 1.782 8.340 0.297 -0.3 -0.6 -0.2
C 0.522 10.563 0.590 -0.1 -1.0 0.3
H -2.656 10.033 4.795 0.5 0.8 0.5
H -2.085 9.101 6.254 -0.2 0.1 -0.2
H -2.772 8.436 4.709 0.2 -0.8 0.5
H -0.325 8.043 4.692 0.3 0.0 0.8
H -0.071 9.804 4.997 0.4 0.0 -0.7
H -1.105 10.102 2.748 0.3 0.4 0.0
H -1.717 8.595 2.550 -0.1 -0.8 0.9
H 0.474 7.566 2.306 0.1 -0.1 0.1
H 1.351 9.000 2.810 -0.1 0.3 -0.1
H -0.728 8.968 -0.862 -0.4 -0.2 0.0
H -1.549 8.139 0.522 0.1 0.6 0.1
H -0.686 6.656 -1.309 0.2 0.0 -0.2
H -0.071 6.219 0.251 -0.1 0.2 0.3
H 1.380 8.023 -1.789 -0.3 -0.2 -0.3
H 2.039 6.615 -0.959 -0.1 0.0 -0.1
H 2.561 9.093 0.177 -0.2 -0.2 -0.4
H 2.153 7.520 0.912 -0.2 0.9 1.4
H -0.416 11.017 0.908 0.0 -0.3 0.1
H 0.667 10.819 -0.460 0.1 -0.5 0.0
H 1.344 10.997 1.159 -0.1 -0.2 0.1
C 10.318 0.189 -4.879 0.1 1.5 0.7
C 10.971 1.125 -3.837 1.6 -0.8 1.3
C 10.343 1.345 -2.430 -1.4 0.8 -0.4
C 9.378 2.547 -2.455 -0.3 -1.1 0.4
N 8.577 2.688 -1.151 -1.3 2.0 1.3
C 7.662 3.949 -1.225 1.4 1.6 -0.5
C 8.590 5.150 -0.865 -0.1 0.2 1.0
C 9.754 4.542 -0.039 0.9 -0.7 -2.3
C 9.392 3.080 0.053 -0.6 0.0 0.5
C 7.653 1.542 -0.729 0.9 0.5 -2.1
H 10.380 -0.840 -4.527 -0.2 0.0 -0.3
H 10.880 0.378 -5.793 -0.1 -0.6 -0.1
H 9.300 0.521 -5.086 -0.2 -0.4 0.0
H 11.424 2.011 -4.282 -0.9 0.6 0.0
H 11.910 0.672 -3.521 0.2 -0.6 -0.3
H 11.036 1.494 -1.602 0.6 0.1 -0.4
H 9.767 0.476 -2.111 -0.1 -0.3 -0.3
H 8.616 2.399 -3.220 0.1 0.1 -0.1
H 9.931 3.464 -2.657 -0.3 0.1 0.3
H 6.884 3.970 -0.462 -0.1 -0.9 -0.3
H 7.296 4.130 -2.236 -0.3 -0.7 0.1
H 8.133 5.886 -0.203 -0.7 -0.2 -0.2
H 8.892 5.755 -1.720 0.3 -0.5 -0.1
H 9.924 4.918 0.970 0.2 0.3 -0.4
H 10.599 4.589 -0.727 0.7 0.5 0.8
H 8.661 3.147 0.858 0.0 -1.2 0.3
H 10.169 2.332 0.210 0.0 0.3 0.2
H 7.221 1.260 -1.690 -0.4 -0.4 0.3
H 6.892 1.990 -0.091 0.3 -0.6 0.2
H 8.248 0.714 -0.343 -0.3 0.2 0.3
C -2.233 -5.203 -5.014 1.4 0.0 0.3
C -0.839 -5.041 -5.588 0.7 0.6 -1.0
C 0.337 -5.382 -4.696 0.3 0.5 0.9
C 1.697 -4.911 -5.245 0.8 -0.3 -0.1
N 2.971 -5.497 -4.564 -1.3 -0.9 0.7
C 3.034 -5.202 -3.060 -1.3 1.4 -1.4
C 4.492 -5.261 -2.736 1.9 -0.7 1.1
C 5.321 -5.118 -4.050 0.2 -0.6 -0.1
C 4.267 -4.898 -5.099 -0.8 -0.1 -1.0
C 3.011 -7.029 -4.827 0.6 1.2 0.0
H -2.388 -6.278 -4.920 -1.0 0.2 -0.2
H -2.838 -4.577 -5.669 -0.7 -0.9 0.1
H -2.242 -4.739 -4.028 -0.2 -0.1 0.2
H -0.768 -3.977 -5.817 0.4 0.1 -0.3
H -0.725 -5.575 -6.531 -0.2 0.0 -0.2
H 0.317 -6.422 -4.370 0.1 -0.1 -0.1
H 0.155 -4.743 -3.832 0.2 -0.3 0.6
H 1.739 -3.828 -5.139 0.3 0.0 0.1
H 1.884 -5.135 -6.296 -0.4 -0.1 -0.1
H 2.236 -5.754 -2.562 0.7 -0.8 0.2
H 2.627 -4.196 -2.960 0.3 0.4 -0.2
H 4.737 -6.208 -2.255 0.0 -0.2 -0.2
H 4.841 -4.553 -1.984 -0.5 0.4 -0.1
H 5.969 -5.972 -4.247 -0.7 -0.7 0.1
H 6.114 -4.379 -4.159 -0.6 0.8 0.7
H 4.439 -5.385 -6.059 0.2 0.1 0.0
H 4.111 -3.835 -5.287 -0.3 0.0 0.1
H 3.898 -7.412 -4.324 0.1 0.1 -0.4
H 3.070 -7.073 -5.915 0.1 -0.5 0.2
H 2.181 -7.629 -4.453 -0.3 0.7 0.0
C -1.927 -10.441 4.838 0.3 0.8 -0.2
C -1.212 -9.095 5.266 -1.8 -0.9 -0.8
C -1.047 -8.030 4.148 0.0 0.2 0.5
C -2.320 -7.748 3.331 0.3 0.1 -0.3
N -2.173 -6.550 2.297 0.3 -1.5 -1.0
C -3.502 -6.168 1.630 0.2 -0.6 0.6
C -3.390 -4.663 1.249 -0.6 -1.6 -0.2
C -2.515 -4.115 2.338 -0.4 1.1 -0.4
C -1.685 -5.247 2.905 -0.1 0.3 0.3
C -1.225 -7.151 1.168 -0.5 1.5 1.7
H -2.303 -11.020 5.681 0.3 0.2 0.1
H -1.319 -11.110 4.228 0.3 0.1 0.1
H -2.803 -10.233 4.223 -0.1 0.1 0.1
H -0.270 -9.300 5.775 0.0 0.2 -0.2
H -1.893 -8.589 5.950 0.1 -0.3 0.5
H -0.153 -8.265 3.570 -0.2 0.2 -0.3
H -0.896 -7.122 4.733 0.6 0.2 -0.3
H -3.157 -7.559 4.002 0.0 0.6 0.0
H -2.638 -8.637 2.786 0.2 0.3 -0.5
H -3.660 -6.958 0.896 -0.2 0.5 -0.4
H -4.241 -6.354 2.410 -0.2 0.4 0.0
H -2.971 -4.481 0.260 -0.2 -0.2 0.0
H -4.361 -4.184 1.378 -0.1 -0.3 -0.7
H -1.922 -3.315 1.895 0.3 0.0 0.4
H -3.208 -3.638 3.029 0.5 -0.2 0.6
H -0.653 -5.000 2.655 0.2 -0.8 0.4
H -1.885 -5.304 3.975 0.5 -0.2 0.0
H -1.580 -8.141 0.883 0.1 0.2 0.3
H -0.272 -7.130 1.698 0.2 -0.4 -0.7
H -1.233 -6.478 0.310 0.0 0.0 0.2
C -4.932 2.947 2.353 -1.4 -0.4 0.3
C -6.412 3.418 2.641 0.9 -0.3 0.1
C -7.347 2.222 2.332 -1.3 0.3 0.6
C -8.912 2.605 2.317 0.4 -0.2 -0.7
N -9.954 1.444 2.082 0.4 -0.8 -0.5
C -11.388 1.939 1.925 -0.7 1.5 0.7
C -12.307 1.158 2.882 2.0 -1.0 -0.2
C -11.297 0.863 4.011 -0.7 0.2 0.2
C -9.974 0.540 3.329 -0.3 0.3 0.4
C -9.661 0.686 0.787 1.6 -0.3 0.8
H -4.726 2.037 2.915 -0.1 0.0 0.3
H -4.147 3.654 2.624 -0.3 0.2 -0.4
H -4.907 2.600 1.320 0.4 0.5 -0.2
H -6.623 4.332 2.085 -0.2 -0.2 -0.4
H -6.517 3.733 3.679 0.0 -0.2 0.2
H -7.212 1.499 3.137 0.0 0.0 0.2
H -6.940 1.685 1.476 -0.6 0.3 -0.5
H -9.186 3.394 1.617 0.3 -0.3 -0.7
H -9.184 3.107 3.246 0.0 -0.6 0.4
H -11.740 1.884 0.895 0.5 0.0 0.0
H -11.319 2.983 2.230 -0.4 0.1 -0.1
H -12.516 0.214 2.378 -0.6 0.0 0.1
H -13.210 1.661 3.229 0.2 0.0 -0.3
H -11.593 0.062 4.688 -0.1 0.0 -0.1
H -11.266 1.780 4.600 0.5 0.0 0.2
H -9.887 -0.520 3.092 -0.2 0.1 -0.6
H -9.135 0.757 3.990 0.1 0.3 -0.3
H -10.280 -0.195 0.616 -0.6 0.5 0.3
H -8.666 0.256 0.903 0.2 0.2 -0.1
H -9.640 1.365 -0.065 -0.3 0.0 0.2
C 0.786 -0.512 6.326 0.8 1.0 -0.5
C 0.722 -0.640 7.836 -0.7 -0.4 -0.6
C 0.503 -2.072 8.256 0.6 -0.1 -0.4
C 0.428 -2.136 9.751 0.0 -1.4 0.0
N 0.463 -3.636 10.244 -1.4 -0.4 1.3
C 0.149 -3.686 11.767 1.7 0.1 -0.6
C 1.520 -3.314 12.378 -0.9 -0.6 1.1
C 2.551 -3.590 11.318 1.0 -0.1 -0.7
C 1.845 -4.343 10.179 0.0 1.9 1.4
C -0.591 -4.461 9.527 1.0 1.3 -0.5
H 0.088 -1.057 5.691 0.0 -0.3 0.4
H 1.826 -0.719 6.074 -0.1 -0.7 -0.5
H 0.745 0.530 6.006 -0.4 0.2 0.2
H -0.105 -0.096 8.291 0.4 0.8 0.0
H 1.736 -0.378 8.139 -0.4 0.6 0.8
H 1.322 -2.603 7.770 0.0 -0.7 0.3
H -0.462 -2.451 7.918 0.2 0.0 -0.6
H -0.563 -1.719 9.930 -0.1 -0.4 0.9
H 1.141 -1.514 10.291 0.2 -0.5 0.0
H -0.012 -4.743 11.978 -0.3 0.1 -0.1
H -0.708 -3.099 12.095 0.1 0.1 -0.5
H 1.624 -4.029 13.194 0.3 0.3 0.3
H 1.608 -2.309 12.792 -0.2 -0.1 -0.1
H 3.400 -4.170 11.679 -0.1 0.0 0.0
H 2.962 -2.651 10.947 0.1 -0.1 -0.1
H 1.760 -5.384 10.491 -0.5 0.0 -0.5
H 2.380 -4.192 9.241 -0.6 -0.2 -0.1
H -0.933 -5.347 10.060 0.6 0.1 0.1
H -0.034 -4.671 8.613 -1.0 -0.5 -0.4
H -1.436 -3.788 9.383 -0.1 -0.3 -0.3
As 0.614 0.352 -1.813 1.5 -0.9 0.5
F 2.371 -0.039 -1.751 -1.4 0.7 -0.1
F 0.390 -1.413 -1.561 -0.2 0.9 0.5
F -1.166 0.505 -1.660 1.5 0.4 -0.4
F 0.995 2.039 -2.306 -0.9 -1.5 0.9
F 0.558 -0.055 -3.533 -0.3 0.6 0.8
F 0.730 0.731 -0.021 -0.3 -0.3 -2.1
As 5.302 1.718 -7.234 -1.4 0.4 -1.1
F 6.012 0.772 -5.926 0.1 0.6 -0.6
F 6.186 0.753 -8.485 -0.7 1.3 1.5
F 4.414 2.673 -8.471 0.9 -0.9 0.9
F 4.347 2.634 -5.970 1.0 -1.0 -1.1
F 6.548 2.990 -7.202 -0.8 -1.4 0.2
F 3.991 0.488 -7.368 0.8 0.9 0.4

***

120
Properties=species:S:1:pos:R:3:forces:R:3 method="wB97M-V/def2-TZVPD" relative_energy_kcal_mol=0.0 e_tot_ev=-121919.9151 homo_lumo_gap_ha=0.342 smiles="O=S1(=O)CCCC1.O=S1(=O)CCCC1.O=S1(=O)CCCC1.O=S1(=O)CCCC1.Fc1ccccc1.Fc1ccccc1.Fc1ccccc1.Fc1ccccc1.Fc1ccccc1" e_homo_ev=-9.02
F 4.475 0.716 -0.705 -0.2 0.0 1.0
C 4.444 0.488 0.641 0.5 -0.4 0.2
C 3.468 1.044 1.431 -0.6 -0.2 1.0
C 3.408 0.844 2.856 0.1 0.9 -1.4
C 4.437 0.052 3.369 0.0 0.9 1.8
C 5.396 -0.582 2.590 1.4 -0.8 -0.4
C 5.399 -0.324 1.194 -0.7 -0.6 2.6
H 2.773 1.528 0.799 -1.2 1.0 0.1
H 2.663 1.401 3.560 1.5 -1.2 -1.6
H 4.577 0.134 4.461 -0.2 -0.8 -0.5
H 6.239 -1.300 3.064 -2.2 2.0 -1.2
H 6.063 -0.885 0.647 1.6 -0.8 -1.6
F -1.070 4.897 -0.651 0.6 -0.6 -0.3
C 0.181 4.832 -1.196 0.8 -0.9 0.9
C 1.036 3.715 -1.001 1.7 -0.3 -1.2
C 2.391 3.656 -1.458 -1.4 4.1 -1.9
C 2.948 4.813 -2.202 -9.1 -0.3 4.8
C 2.079 5.921 -2.311 -0.6 -1.0 1.0
C 0.666 5.926 -1.794 5.2 -0.1 -1.6
H 0.655 2.772 -0.714 -0.7 -0.7 0.7
H 3.050 2.840 -1.513 0.0 -1.6 0.7
H 3.760 4.725 -2.697 5.8 -0.3 -2.9
H 2.542 6.837 -2.693 -0.8 -0.2 -0.2
H 0.233 6.854 -1.882 -1.6 1.7 0.0
F -2.380 -3.464 -1.290 -0.5 -1.3 0.6
C -2.337 -4.665 -0.609 -1.0 -0.6 0.0
C -1.083 -5.143 -0.325 2.8 2.7 -0.7
C -0.868 -6.228 0.449 1.0 -2.5 2.4
C -2.041 -6.935 0.876 0.9 1.1 -1.5
C -3.323 -6.603 0.495 1.7 3.2 -1.1
C -3.484 -5.386 -0.220 4.4 -0.9 0.5
H -0.197 -4.487 -0.629 -1.3 -1.0 0.3
H 0.269 -6.531 0.850 -3.4 0.8 -1.4
H -2.026 -7.816 1.395 0.8 -2.1 1.6
H -4.142 -7.141 0.848 -1.2 -0.9 0.3
H -4.346 -4.981 -0.482 -4.1 1.5 -1.0
F -4.936 -2.174 -1.238 0.4 0.5 -0.9
C -4.684 -1.535 -2.436 0.2 0.8 -1.1
C -3.420 -1.046 -2.786 -6.0 0.6 -3.7
C -3.296 -0.289 -3.996 0.5 -2.1 2.3
C -4.366 0.039 -4.726 -2.6 1.6 -1.6
C -5.660 -0.513 -4.412 3.3 0.8 0.0
C -5.773 -1.338 -3.313 -1.4 0.4 1.1
H -2.679 -1.174 -2.189 5.0 -0.9 3.6
H -2.316 -0.200 -4.357 1.3 1.1 -0.1
H -4.291 0.897 -5.497 -0.1 -2.0 0.9
H -6.362 -0.224 -5.144 -1.5 -0.1 0.0
H -6.794 -1.593 -2.965 0.8 -0.3 -0.3
F -3.513 2.183 -0.663 -0.9 -0.8 0.7
C -4.370 2.586 0.342 0.6 1.2 -1.2
C -4.022 3.845 0.810 -1.4 -0.9 1.8
C -4.878 4.410 1.771 -0.1 -0.6 0.1
C -6.016 3.607 2.153 -2.1 3.5 2.0
C -6.326 2.328 1.714 1.5 1.9 -0.1
C -5.487 1.883 0.728 0.5 -4.3 -2.1
H -3.042 4.145 0.551 0.6 1.0 -0.4
H -4.586 5.408 2.246 -0.9 -1.6 -0.7
H -6.886 4.165 2.785 2.5 -1.4 -1.1
H -7.121 1.767 2.140 -0.6 -0.3 -0.1
H -5.650 0.825 0.234 0.4 2.2 1.0
C 3.217 -5.123 2.700 1.3 -0.7 -0.1
C 3.593 -3.880 1.985 0.2 3.8 7.1
C 3.209 -3.883 0.682 -3.1 -1.0 -4.6
S 3.512 -5.656 0.190 1.7 1.3 1.3
O 4.880 -5.927 -0.153 0.3 0.6 -0.8
O 2.447 -6.065 -0.609 -2.6 -1.1 -2.5
C 3.387 -6.349 1.796 2.2 -0.5 2.1
H 2.230 -4.931 2.845 -3.2 -0.4 1.0
H 3.727 -5.225 3.641 0.1 -0.1 0.4
H 4.615 -3.769 2.095 2.4 0.5 0.0
H 3.130 -2.908 2.614 1.1 -2.4 -1.6
H 3.570 -3.082 0.123 1.9 0.7 -1.5
H 2.156 -3.589 0.515 -0.3 -1.2 0.4
H 4.481 -6.829 1.972 -2.9 0.8 -0.4
H 2.539 -7.009 2.026 0.6 -0.2 -0.8
C 0.998 4.030 2.614 -0.2 -3.8 0.7
C 2.346 4.627 2.205 -1.0 -4.1 2.5
C 2.088 5.971 1.998 -3.1 2.7 -3.6
S 1.125 6.586 3.280 2.7 -1.4 4.2
O 0.232 7.542 2.808 -2.6 2.3 -1.3
O 2.003 6.967 4.412 -1.3 -1.0 -1.6
C 0.337 4.964 3.610 2.8 -0.7 2.3
H 1.219 2.908 3.080 -0.7 2.9 -0.9
H 0.350 3.773 1.754 0.3 0.6 0.2
H 2.688 3.967 1.471 1.1 -0.2 -1.5
H 2.930 4.513 3.101 0.9 -0.1 0.3
H 1.430 6.191 1.103 0.5 -0.6 0.6
H 2.872 6.577 1.857 3.2 2.4 -0.2
H -0.710 5.019 3.525 -1.3 0.2 0.2
H 0.756 4.658 4.677 -1.4 0.9 -2.0
C -2.445 -0.476 2.502 7.2 -0.7 -3.3
C -1.653 0.780 2.136 -3.2 2.4 -2.1
C -0.433 0.350 1.441 0.6 1.3 -5.2
S -0.768 -1.262 0.693 1.0 -1.7 2.5
O 0.075 -2.210 1.501 -1.5 1.5 -1.6
O -0.675 -1.300 -0.730 0.3 0.2 -0.9
C -2.477 -1.433 1.267 1.2 -1.9 1.5
H -3.311 -0.250 2.702 -9.1 2.4 2.3
H -1.969 -0.794 3.371 0.7 -1.8 1.3
H -1.409 1.545 2.860 -0.2 -0.4 0.9
H -2.462 1.443 1.413 2.7 -1.9 1.5
H 0.544 0.217 1.826 0.6 0.0 1.5
H -0.236 1.032 0.499 -0.4 -1.2 1.6
H -2.391 -2.488 1.739 -0.7 1.4 -1.3
H -3.261 -1.360 0.446 1.1 0.2 1.3
C 1.616 -2.374 -4.541 1.7 -5.1 -1.1
C 1.704 -1.303 -5.545 -4.1 0.2 -5.3
C 1.838 -0.067 -4.887 6.2 1.3 3.9
S 1.057 -0.200 -3.247 1.7 3.7 -0.4
O -0.205 0.467 -3.428 -1.2 -1.0 0.2
O 1.929 0.473 -2.284 -0.4 -1.5 -0.1
C 0.995 -1.995 -3.188 1.9 -0.5 2.7
H 2.619 -2.930 -4.705 -0.4 1.4 2.1
H 1.182 -3.357 -4.883 -1.0 1.3 -0.1
H 0.568 -1.099 -6.029 2.6 -1.2 0.5
H 2.469 -1.290 -6.444 -1.6 -1.0 1.9
H 1.731 0.787 -5.461 -1.3 1.8 -0.6
H 3.071 0.070 -4.654 -2.9 -0.4 0.1
H -0.097 -2.164 -3.010 1.0 -0.5 -0.4
H 1.659 -2.408 -2.180 -2.1 1.4 -3.0

***

11
Properties=species:S:1:pos:R:3:forces:R:3 method="wB97M-V/def2-TZVPD" relative_energy_kcal_mol=30.8 e_tot_ev=-20271.1820 homo_lumo_gap_ha=0.363 e_homo_ev=-9.36
C 2.498 0.008 -0.007 0.2 -0.1 1.2
C 0.388 -1.142 0.004 -0.7 0.8 0.0
C -0.513 -0.132 0.004 0.2 -0.4 0.0
C -1.901 -0.493 0.002 -1.4 -0.3 0.0
H 3.518 -0.377 0.005 -0.1 0.2 0.0
H 2.322 0.577 -0.903 -0.1 0.3 -0.3
H 2.323 0.621 0.915 0.1 -0.5 -0.9
H -0.028 -2.125 -0.006 -0.2 -0.6 0.0
N -3.031 -0.772 -0.003 1.6 0.4 0.0
O 1.699 -1.185 0.001 0.4 0.2 0.0
Cl -0.197 1.573 -0.001 0.0 0.0 0.0

***

16
Properties=species:S:1:pos:R:3:forces:R:3 method="wB97M-V/def2-TZVPD" relative_energy_kcal_mol=44.4 e_tot_ev=-9329.7813 homo_lumo_gap_ha=0.361 e_homo_ev=-8.82
C -1.022 -0.275 0.195 -1.6 -0.6 -0.5
C -0.957 1.191 0.474 -1.2 1.3 0.8
C 0.220 1.669 -0.347 0.9 0.2 -0.3
C 1.380 0.986 -0.320 -1.4 1.0 -0.2
C 1.395 -0.323 0.343 0.8 0.1 1.5
C 0.971 -1.527 -0.382 -0.8 0.0 -0.2
H -2.649 -0.209 -0.748 -0.2 0.0 0.2
H -0.737 1.486 1.556 -0.3 -0.8 -1.2
H -1.993 1.642 0.271 1.7 -0.4 -0.1
H 0.187 2.550 -0.983 -0.3 0.1 0.4
H 2.252 1.455 -0.770 0.0 -0.6 -0.1
H 2.156 -0.413 1.152 -0.7 -0.2 -0.6
H 1.385 -2.463 -0.097 0.3 -0.7 -0.2
H 0.576 -1.362 -1.375 0.4 -0.4 -0.3
N -1.953 -0.884 -0.445 0.8 0.5 0.2
N 0.083 -0.974 0.619 1.7 0.5 0.6